{
  "formula": "C64H61N10O19",
  "method": "wB97M-V/def2-TZVPD",
  "total_charge": 1,
  "multiplicity": 1,
  "homo_energy_ev": -11.04,
  "symbols": ["O", "C", "O", "C", "C", "C", "N", "C", "C", "C", "C", "C", "O", "N", "C", "C", "C", "C", "C", "C", "C", "H", "H", "H", "H", "H", "H", "H", "H", "H", "H", "H", "H", "H", "H", "H", "H", "H", "H", "H", "H", "H", "C", "C", "C", "C", "C", "C", "N", "O", "O", "H", "H", "H", "H", "H", "C", "C", "C", "C", "C", "C", "N", "O", "O", "H", "H", "H", "H", "H", "C", "C", "C", "C", "C", "C", "N", "O", "O", "H", "H", "H", "H", "H", "C", "C", "C", "C", "C", "C", "N", "O", "O", "H", "H", "H", "H", "H", "C", "C", "C", "C", "C", "C", "N", "O", "O", "H", "H", "H", "H", "H", "C", "C", "C", "C", "C", "C", "N", "O", "O", "H", "H", "H", "H", "H", "C", "C", "C", "C", "C", "C", "N", "O", "O", "H", "H", "H", "H", "H", "C", "C", "C", "C", "C", "C", "N", "O", "O", "H", "H", "H", "H", "H"],
  "coordinates": [[3.360487, -3.287777, 1.656300], [3.260516, -4.082752, 0.785655], [2.807712, -3.722214, -0.445481], [1.662484, -4.464467, -0.865889], [0.500360, -3.478792, -1.087858], [-0.608764, -3.608198, -0.112612], [-0.619088, -2.955123, 0.993639], [-1.827781, -3.186853, 1.810440], [-2.259628, -4.576994, 1.316208], [-1.605840, -5.680757, 2.166618], [-0.237258, -6.164148, 1.676570], [0.116552, -7.550853, 2.170948], [0.888949, -7.682429, 3.066485], [-0.463420, -8.710446, 1.530002], [-0.348544, -8.648588, 0.093505], [0.787989, -9.150639, -0.528501], [0.908805, -9.070904, -1.915867], [-0.101853, -8.499924, -2.682722], [-1.258143, -8.018823, -2.065596], [-1.376446, -8.095146, -0.681694], [-1.835739, -4.457587, -0.166557], [3.553825, -5.127416, 0.935555], [1.862253, -4.997156, -1.789903], [1.440025, -5.217571, -0.117013], [0.121237, -3.536742, -2.103100], [0.914635, -2.479232, -0.965950], [0.134509, -2.331234, 1.263913], [-1.711224, -3.047617, 2.874238], [-2.551022, -2.476542, 1.406370], [-3.338186, -4.653037, 1.362043], [-2.271320, -6.531997, 2.291862], [-1.452559, -5.266478, 3.158416], [-0.143573, -6.152599, 0.594894], [0.542315, -5.520362, 2.079857], [-1.444039, -8.796138, 1.775785], [1.576831, -9.605467, 0.050705], [1.784497, -9.450351, -2.419239], [-0.032574, -8.428135, -3.757201], [-2.062512, -7.574096, -2.631727], [-2.262364, -7.735155, -0.173678], [-1.721150, -5.437148, -0.622198], [-2.570352, -3.926046, -0.773233], [-6.630256, -6.517122, -4.913004], [-7.639401, -6.106745, -4.052038], [-7.336473, -5.736930, -2.752022], [-6.017884, -5.782314, -2.337271], [-4.999521, -6.193979, -3.178941], [-5.312412, -6.563986, -4.475707], [-5.693830, -5.371767, -0.966003], [-6.599547, -5.034632, -0.242978], [-4.516746, -5.389238, -0.621598], [-6.871025, -6.801096, -5.928554], [-8.664067, -6.072869, -4.394043], [-8.117794, -5.418012, -2.078365], [-3.977022, -6.226593, -2.834030], [-4.529247, -6.887115, -5.147384], [5.822385, 0.039177, 0.640185], [6.263512, 0.961667, -0.301462], [5.533286, 1.168485, -1.460594], [4.372968, 0.447412, -1.657015], [3.921548, -0.477209, -0.735359], [4.651751, -0.681294, 0.421408], [3.590998, 0.686880, -2.875566], [4.027836, 1.488017, -3.675766], [2.544811, 0.073827, -3.015285], [6.388627, -0.116232, 1.548998], [7.170193, 1.526167, -0.134422], [5.868992, 1.887255, -2.189777], [3.012795, -1.032028, -0.908940], [4.298734, -1.395693, 1.149104], [0.724016, -0.813052, 7.501509], [0.717998, -2.201676, 7.566076], [-0.263546, -2.922693, 6.907782], [-1.225710, -2.232362, 6.189969], [-1.238844, -0.849840, 6.119715], [-0.254223, -0.138160, 6.781954], [-2.256047, -2.989778, 5.472180], [-2.234747, -4.203727, 5.549331], [-3.071856, -2.365761, 4.814453], [1.494371, -0.253852, 8.015454], [1.479377, -2.723018, 8.129291], [-0.274859, -4.001456, 6.955543], [-2.001722, -0.329036, 5.560625], [-0.250576, 0.937513, 6.737458], [-3.181484, 5.305983, 3.506623], [-2.646736, 6.075061, 4.528900], [-2.235865, 5.474031, 5.709156], [-2.374047, 4.106230, 5.838737], [-2.907863, 3.321292, 4.830444], [-3.313983, 3.929945, 3.656999], [-1.927229, 3.464839, 7.082043], [-1.479904, 4.171526, 7.958624], [-2.022363, 2.249697, 7.163812], [-3.494898, 5.779235, 2.585472], [-2.543472, 7.141277, 4.405855], [-1.821940, 6.063009, 6.511952], [-3.009713, 2.253918, 4.956626], [-3.734206, 3.334176, 2.858240], [1.340110, 3.211335, -3.947162], [2.192977, 4.041956, -4.663212], [1.811611, 5.341947, -4.952139], [0.578253, 5.789922, -4.513427], [-0.286306, 4.976125, -3.804887], [0.100933, 3.675744, -3.522878], [0.180131, 7.177477, -4.801623], [0.951680, 7.863039, -5.442923], [-0.894887, 7.554589, -4.381517], [1.639885, 2.199721, -3.720146], [3.155625, 3.674798, -4.992424], [2.468116, 5.994139, -5.508627], [-1.246507, 5.343379, -3.473798], [-0.557941, 3.027808, -2.971350], [6.441980, 5.034589, -7.120353], [7.289909, 4.018628, -6.698741], [7.443806, 3.758314, -5.346741], [6.738061, 4.523966, -4.437268], [5.893206, 5.544020, -4.836589], [5.747688, 5.798185, -6.190443], [6.876344, 4.239686, -3.002633], [7.631550, 3.343692, -2.664723], [6.216898, 4.901676, -2.229421], [6.321398, 5.232029, -8.177233], [7.830531, 3.426884, -7.424164], [8.101625, 2.970035, -5.012557], [5.354381, 6.132182, -4.108414], [5.090728, 6.591178, -6.520500], [3.752803, 9.097410, 7.427619], [3.591591, 7.718777, 7.473782], [2.577412, 7.113569, 6.750300], [1.740030, 7.905800, 5.986319], [1.880559, 9.280534, 5.932228], [2.896410, 9.876714, 6.661006], [0.673967, 7.266529, 5.200397], [0.561611, 6.058082, 5.280011], [-0.028768, 7.984164, 4.516507], [4.549026, 9.566032, 7.990505], [4.258248, 7.114171, 8.072678], [2.446286, 6.042468, 6.782877], [1.213247, 9.881006, 5.332422], [3.021769, 10.949918, 6.628567], [-5.189464, 1.934365, -6.848510], [-6.133627, 2.323750, -5.907243], [-5.734136, 2.684914, -4.630973], [-4.387036, 2.651354, -4.320769], [-3.431765, 2.261427, -5.242218], [-3.841497, 1.900139, -6.515215], [-3.954697, 3.057099, -2.975492], [-4.806738, 3.385076, -2.178556], [-2.758564, 3.045813, -2.743655], [-5.504998, 1.659585, -7.846247], [-7.182155, 2.350448, -6.168994], [-6.463018, 2.990573, -3.895296], [-2.383973, 2.242891, -4.979172], [-3.108050, 1.596930, -7.249367]],
  "atomic_forces_ev_per_a": [[0.07, 0.44, 0.56], [0.11, -0.03, 0.13], [-0.21, -0.22, -0.07], [0.10, -0.33, -0.25], [-0.07, 0.46, 0.05], [-0.02, -0.48, 0.33], [0.55, 0.11, 0.34], [-0.73, -0.05, -0.98], [-0.02, 0.72, 0.22], [0.23, -0.14, -0.40], [0.32, 0.15, 0.05], [0.04, -0.16, -0.05], [0.33, -0.16, 0.61], [-0.07, 0.31, -0.63], [-0.39, -0.05, -0.10], [0.02, 0.19, -0.30], [-0.33, 0.27, -0.07], [-0.40, 0.15, 0.23], [0.33, -0.13, 0.51], [0.35, -0.24, -0.04], [0.17, -0.67, 0.26], [-0.17, -0.27, -0.37], [0.24, 0.09, -0.14], [-0.17, -0.09, 0.04], [-0.13, -0.17, -0.07], [0.12, 0.09, -0.16], [-0.09, 0.15, -0.04], [0.31, 0.01, 0.09], [-0.12, 0.29, 0.47], [-0.14, -0.06, 0.12], [-0.23, 0.00, -0.17], [-0.21, -0.13, 0.27], [-0.26, -0.12, -0.13], [0.10, 0.11, 0.00], [0.01, -0.07, 0.21], [-0.01, -0.03, 0.19], [0.13, -0.10, 0.09], [0.20, -0.10, -0.10], [-0.03, -0.05, -0.20], [-0.15, 0.05, -0.05], [0.32, 0.08, -0.34], [-0.23, 0.11, 0.08], [0.00, 0.01, 0.02], [0.10, -0.03, -0.06], [-0.21, 0.04, 0.02], [0.00, -0.04, -0.15], [0.17, -0.04, -0.07], [-0.10, 0.02, -0.01], [-0.04, -0.03, 0.10], [0.02, 0.02, 0.01], [-0.05, -0.06, -0.15], [0.00, -0.01, 0.00], [-0.01, 0.00, 0.02], [0.08, 0.02, 0.08], [-0.04, 0.05, 0.10], [0.01, -0.01, 0.01], [-0.04, 0.05, -0.12], [-0.07, -0.14, 0.14], [0.17, 0.17, -0.02], [0.04, 0.01, 0.09], [-0.16, -0.15, 0.13], [0.17, 0.15, 0.05], [0.15, -0.01, 0.03], [-0.10, -0.09, -0.05], [0.00, 0.01, -0.02], [0.00, -0.01, 0.00], [0.00, 0.03, -0.04], [-0.04, -0.03, -0.04], [0.00, 0.03, -0.10], [0.06, 0.07, 0.00], [-0.04, -0.07, -0.04], [-0.01, 0.13, -0.02], [0.09, -0.18, 0.06], [0.10, 0.10, 0.11], [-0.08, 0.17, -0.10], [0.26, -0.18, 0.04], [-0.07, 0.01, 0.08], [0.05, -0.02, -0.11], [0.08, -0.03, -0.09], [-0.01, 0.00, 0.01], [-0.01, -0.02, 0.01], [-0.09, 0.00, -0.06], [-0.06, -0.08, 0.02], [-0.04, 0.04, 0.02], [0.01, -0.01, 0.01], [-0.13, -0.13, -0.02], [-0.16, 0.16, -0.02], [-0.03, 0.05, -0.09], [-0.04, -0.17, -0.09], [0.03, 0.11, 0.00], [0.01, -0.01, 0.05], [0.00, -0.02, 0.00], [-0.07, 0.13, -0.04], [-0.01, 0.00, 0.00], [0.05, 0.05, 0.01], [0.02, -0.08, 0.06], [0.03, 0.01, 0.12], [-0.01, -0.01, 0.00], [-0.06, 0.11, 0.00], [-0.06, -0.04, 0.04], [0.18, -0.02, -0.07], [0.05, -0.15, 0.05], [-0.20, -0.05, 0.09], [0.34, 0.01, -0.13], [-0.04, 0.07, -0.03], [0.00, -0.01, 0.01], [0.02, -0.02, -0.02], [-0.01, -0.06, -0.06], [0.01, 0.00, 0.00], [-0.08, 0.09, 0.01], [0.03, 0.10, -0.03], [-0.05, 0.00, 0.06], [0.00, -0.01, 0.02], [-0.08, 0.09, -0.01], [0.12, -0.15, -0.07], [0.00, 0.03, -0.16], [-0.16, 0.16, 0.02], [0.05, -0.09, -0.06], [-0.02, 0.01, 0.13], [0.00, 0.02, -0.10], [0.00, -0.01, 0.01], [0.01, 0.01, 0.00], [0.02, -0.01, 0.01], [-0.03, 0.02, 0.11], [0.04, -0.07, 0.09], [0.00, 0.02, 0.01], [-0.01, -0.01, -0.01], [-0.01, 0.12, -0.02], [0.08, -0.17, 0.08], [0.12, 0.08, 0.09], [-0.04, 0.19, -0.06], [0.06, -0.09, 0.06], [0.12, -0.02, 0.06], [0.09, 0.08, -0.09], [-0.05, -0.06, -0.01], [0.00, 0.00, 0.01], [-0.01, -0.02, 0.00], [-0.09, 0.01, -0.08], [-0.05, -0.10, -0.04], [-0.01, 0.01, -0.01], [0.00, 0.00, 0.02], [0.10, -0.04, -0.06], [-0.20, 0.03, 0.03], [-0.04, -0.03, -0.17], [0.19, -0.04, -0.07], [-0.12, 0.00, 0.00], [0.01, 0.05, 0.02], [0.02, -0.04, 0.01], [-0.19, -0.05, 0.08], [0.00, 0.00, 0.00], [-0.01, 0.01, 0.01], [0.09, 0.03, 0.07], [-0.03, 0.07, 0.09], [0.02, 0.01, 0.01]],
  "mulliken_charge": [-0.4633, 0.0223, -0.2664, 0.0930, -1.1426, 0.3053, 0.2168, -1.1561, 0.3778, -0.8833, 0.9995, -0.6693, -0.4826, -0.2382, -0.2836, -0.3861, -0.5296, -0.7589, -0.1948, -0.0937, -0.3894, 0.4888, 0.3789, -0.1065, 0.5436, 0.2861, 0.3238, 0.2995, 0.4107, 0.7931, 0.5600, 0.1364, -0.6461, 0.4746, 0.4328, 0.5634, 0.4326, 0.4512, 0.3972, 0.4101, -0.3579, 0.6122, -0.4528, -0.4851, -0.4433, 0.0349, 0.0812, -0.4950, 1.0077, -0.5857, -0.6245, 0.3957, 0.3912, 0.4804, 0.2778, 0.3918, -0.5432, -0.5144, -0.0759, -0.5710, 0.1883, -0.5748, 1.0089, -0.5570, -0.6353, 0.4059, 0.4657, 0.4138, 0.4007, 0.6110, -0.6170, -0.4797, -0.5519, 0.4014, -0.5738, -0.2612, 1.0762, -0.6316, -0.6136, 0.4113, 0.4027, 0.4711, 0.5952, 0.3939, -0.6481, -0.3206, -0.3825, 0.0833, -0.3137, -0.4787, 1.0713, -0.5986, -0.6727, 0.4101, 0.4200, 0.5053, 0.4731, 0.4235, -0.3626, -0.4282, -0.5284, 0.0156, -0.4531, -0.6125, 1.0577, -0.6201, -0.6137, 0.4176, 0.4762, 0.5813, 0.5233, 0.5854, -0.5667, -0.5073, -0.3427, 0.2211, -0.3523, -0.4585, 1.0575, -0.6344, -0.6088, 0.4072, 0.3997, 0.4545, 0.4974, 0.4413, -0.4191, -0.4640, -0.2795, 0.1166, -0.3473, -0.4513, 1.0293, -0.5665, -0.6029, 0.3796, 0.3693, 0.4434, 0.4417, 0.3738, -0.4287, -0.4305, -0.4130, 0.0534, -0.1843, -0.5213, 0.9952, -0.6058, -0.5941, 0.3846, 0.3788, 0.4574, 0.4925, 0.3936]
}

***

{
  "formula": "C2H9N5O",
  "method": "wB97M-V/def2-TZVPD",
  "multiplicity": 1,
  "homo_energy_ev": -7.94,
  "smiles": "NC(N)=O.C=NNN",
  "symbols": ["N", "N", "C", "N", "H", "H", "H", "H", "H", "C", "N", "N", "O", "H", "H", "H", "H"],
  "coordinates": [[0.894489, 0.362948, -0.508090], [1.949319, 0.201658, 0.385306], [-0.449361, 2.094125, -1.712718], [-0.219384, 1.601488, -0.568018], [1.054402, -0.046372, -1.428883], [1.641824, 0.513453, 1.304777], [2.131360, -0.803566, 0.432787], [-1.139273, 2.947706, -1.753387], [0.089941, 1.861719, -2.638054], [-0.663380, -0.882725, 0.297479], [-0.063119, -2.145797, 0.463269], [-0.856339, -0.227493, 1.541614], [-1.568253, -0.757153, -0.594143], [-0.633627, 0.761485, 1.441615], [0.315343, -2.300150, 1.388430], [-0.655690, -2.893004, 0.126473], [-1.828252, -0.288322, 1.821542]],
  "atomic_forces_ev_per_a": [[-4.73, 0.58, -1.46], [1.57, 1.50, 0.56], [1.03, -0.15, 0.25], [3.25, -1.23, 0.47], [0.12, 0.54, 0.23], [-0.03, -0.24, -0.12], [-0.46, 0.18, 0.09], [-0.09, -0.64, 0.19], [-0.16, -0.23, 0.27], [-4.93, -1.67, -2.01], [0.78, 0.47, -0.19], [1.63, 1.38, 1.11], [2.37, -0.43, 1.32], [-0.40, -0.14, 0.00], [-0.29, 0.00, -0.12], [0.28, 0.19, -0.20], [0.05, -0.12, -0.37]],
  "mulliken_charge": [-0.1513, -0.6457, -0.2325, -0.2427, 0.2482, 0.3240, 0.3027, 0.2485, 0.2373, 0.8118, -0.5428, -0.6768, -0.7238, 0.2818, 0.2380, 0.2547, 0.2688]
}

***

Number 1: electronic energy -4451.56019 a.u.. Number 2: electronic energy -430.46601 a.u..